1.
{"formula": "C4H6NS", "method": "ωB97M-V/def2-TZVPD", "fmax_ev_per_a": 1.6, "total_charge": 1, "lumo_energy_ev": [-7.11, -5.71], "relative_energy_kcal_mol": 172.7, "species": ["N", "H", "S", "C", "C", "C", "H", "H", "H", "C", "H", "H"], "positions_angstrom": [[3.23846, 0.04175, -0.11056], [-3.49748, -0.30120, 1.19060], [-1.25048, -0.55765, 0.38629], [-3.07994, -0.54235, 0.21635], [2.61078, 0.97372, 0.36136], [3.57419, -1.11828, -0.22662], [2.60747, 2.02861, 0.23477], [-3.36944, -1.55015, -0.06675], [-3.39406, 0.17601, -0.53101], [-0.63397, 0.80590, -0.11944], [-1.08152, 1.69677, -0.51806], [4.27597, -1.65312, -0.81693]]}


2.
{"formula": "C4H8NaO3", "method": "ωB97M-V/def2-TZVPD", "fmax_ev_per_a": 4.0, "total_charge": 2, "s2": 0.757, "lumo_energy_ev": [-8.57, -11.35], "relative_energy_kcal_mol": 0.0, "spin_multiplicity": 2, "species": ["C", "O", "H", "H", "H", "C", "C", "O", "H", "H", "O", "H", "C", "H", "H", "Na"], "positions_angstrom": [[1.01084, -0.14361, -0.71224], [1.94614, -0.82528, -0.32496], [-2.61897, 1.71010, 0.93801], [0.45402, -2.39226, -1.99128], [-0.31221, -1.44928, -3.31882], [0.49398, -1.47168, -2.58282], [-2.11802, 0.99074, 1.58935], [0.24909, -0.33370, -1.72381], [-0.16490, 0.48678, 2.38802], [1.46793, -1.34998, -3.06845], [0.69578, 0.89558, 0.04073], [-1.80698, 1.39954, 2.70614], [-0.65257, 1.22292, 1.74068], [-0.39573, 2.28051, 1.85249], [-2.38056, -0.06847, 1.54459], [4.13215, -0.95190, 0.92236]]}


3.
{"formula": "C6H15N", "method": "ωB97M-V/def2-TZVPD", "fmax_ev_per_a": 1.7, "total_charge": 0, "lumo_energy_ev": 1.18, "relative_energy_kcal_mol": 26.4, "smiles": "CCCNCCC", "species": ["C", "C", "H", "C", "H", "H", "H", "H", "H", "H", "H", "C", "H", "N", "H", "C", "H", "H", "H", "H", "H", "C"], "positions_angstrom": [[2.85019, -1.31955, 0.09308], [1.03236, 0.09035, -0.94673], [0.05934, 1.17668, 1.68258], [1.84890, -1.19370, -1.06174], [0.73882, 0.56972, -1.90604], [3.59732, -0.52985, 0.09594], [1.25809, -2.11540, -1.00440], [2.35292, -1.25917, -2.02998], [2.30534, -1.21081, 1.03839], [-3.90449, 1.09339, 0.26889], [-3.11300, -0.40139, -0.28031], [-2.94209, 0.61992, 0.05832], [-2.11524, -0.07123, 1.99166], [-0.10335, -0.11265, -0.03453], [3.17715, -2.36618, 0.14383], [-1.98262, 0.73705, 1.26937], [1.66864, 0.87568, -0.52474], [-0.76192, -0.39676, -0.74647], [-2.62603, 1.26337, -0.77564], [-0.54687, 1.87632, 0.12554], [-2.24242, 1.68358, 1.76124], [-0.55103, 0.99063, 0.78177]]}


4.
{"formula": "CH2O3", "method": "ωB97M-V/def2-TZVPD", "fmax_ev_per_a": 4.1, "total_charge": 0, "lumo_energy_ev": 0.43, "relative_energy_kcal_mol": 93.2, "smiles": "O=COO", "species": ["O", "C", "O", "H", "H", "O"], "positions_angstrom": [[0.58723, -0.64818, -0.50107], [-0.49028, -0.62305, -1.29266], [-0.58445, -1.38903, -2.21738], [0.61914, 1.00285, 0.50942], [-1.01940, 0.16192, -0.94197], [0.47609, 0.08043, 0.74022]]}


5.
{"formula": "CH4N2O", "method": "ωB97M-V/def2-TZVPD", "fmax_ev_per_a": 2.2, "total_charge": 0, "lumo_energy_ev": 0.88, "relative_energy_kcal_mol": 73.1, "smiles": "[H]/N=C\\NO", "species": ["O", "C", "H", "N", "H", "N", "H", "H"], "positions_angstrom": [[0.24771, 0.99840, 0.94058], [-0.16539, -0.57659, -0.76452], [-0.42959, 1.15017, 1.58084], [-0.58007, 0.65858, -0.22377], [0.60626, -0.99535, 0.79819], [0.52319, -1.41468, -0.14990], [-0.47370, -0.80827, -1.81139], [-0.29411, 1.41847, -0.88951]]}


6.
{"formula": "C7H18Cl2N3P", "method": "ωB97M-V/def2-TZVPD", "fmax_ev_per_a": 2.3, "total_charge": 0, "lumo_energy_ev": 0.79, "relative_energy_kcal_mol": 0.0, "smiles": "CC[PH2](CC(N)(N)N)/C(Cl)=C(\\C)Cl", "species": ["C", "H", "P", "H", "C", "H", "Cl", "H", "H", "C", "N", "H", "H", "H", "H", "C", "H", "H", "H", "Cl", "C", "H", "C", "H", "H", "H", "N", "C", "N", "H", "H"], "positions_angstrom": [[-2.41735, -2.00046, 1.77031], [-1.95896, -2.78427, 1.15655], [-0.12855, -0.12090, 0.47479], [1.08979, 0.44659, 0.92531], [-1.42908, -1.40656, 2.72572], [0.04478, 1.38773, -1.48955], [-1.57673, -1.79732, 4.44194], [-1.94504, 3.00097, 1.40373], [-2.38112, 0.71313, 1.17122], [-0.44500, -0.64035, 2.32392], [1.77691, -1.48086, -2.15456], [-3.26080, -2.45993, 2.28771], [-0.50713, -0.23307, -1.94865], [1.40486, -1.69257, -3.07775], [-0.42979, 2.21134, 1.81234], [-1.60581, 1.02754, 0.47248], [-0.22957, -1.49329, 0.11952], [-2.83528, -1.27194, 1.07228], [2.76584, 0.61082, -3.45770], [0.71424, -0.02439, 3.51589], [1.62094, -0.05116, -1.85149], [2.84844, -0.34165, -0.25509], [-1.12350, 2.41617, 0.98971], [3.56418, 0.53846, -1.47971], [2.77656, -1.64154, -2.25828], [1.57369, 1.65350, -2.93513], [2.70986, 0.37458, -0.96367], [0.22860, 0.31713, -1.34791], [1.80361, 0.68477, -3.13882], [-0.59288, 2.97317, 0.21590], [-2.05571, 1.08436, -0.52101]]}